(1)
{"formula": "C2H4NO2P", "method": "wB97M-V/def2-TZVPD", "elements": ["C", "C", "N", "O", "O", "P", "H", "H", "H", "H"], "positions_angstrom": [[0.4830, -0.8551, -0.0688], [1.3516, 0.7444, 0.0138], [-0.8837, -1.1041, -0.0815], [1.3941, -1.7364, -0.1661], [3.7435, -0.3807, 0.8289], [2.9674, -0.2668, -0.3857], [0.6947, 1.4127, -0.5819], [1.6624, 1.1412, 0.9786], [-1.5196, -0.4602, -0.6223], [-1.1451, -2.0877, 0.0318]], "e_above_lowest_ev": 2.084, "e_homo_ev": -8.43, "spin_multiplicity": 1}

=====

(2)
{"formula": "C29H66NO25S5", "method": "wB97M-V/def2-TZVPD", "elements": ["C", "N", "C", "C", "C", "C", "O", "H", "H", "H", "H", "H", "H", "H", "H", "H", "H", "H", "H", "H", "H", "O", "S", "O", "O", "C", "C", "C", "H", "H", "H", "H", "H", "H", "H", "H", "O", "S", "O", "O", "C", "C", "C", "H", "H", "H", "H", "H", "H", "H", "H", "O", "S", "O", "O", "C", "C", "C", "H", "H", "H", "H", "H", "H", "H", "H", "O", "S", "O", "O", "C", "C", "C", "H", "H", "H", "H", "H", "H", "H", "H", "O", "S", "O", "O", "C", "C", "C", "H", "H", "H", "H", "H", "H", "H", "H", "C", "C", "O", "C", "O", "O", "H", "H", "H", "H", "C", "C", "O", "C", "O", "O", "H", "H", "H", "H", "C", "C", "O", "C", "O", "O", "H", "H", "H", "H"], "positions_angstrom": [[-1.4868, -0.6917, 34.2257], [-1.8030, -0.0959, 32.7978], [-0.9765, 1.1202, 32.5759], [-1.5214, -1.0572, 31.7907], [-3.2990, 0.3866, 32.9103], [-3.8976, 0.8180, 31.5148], [-5.2305, 1.0540, 31.6819], [-0.5549, -1.1275, 34.1629], [-2.2535, -1.4801, 34.5128], [-1.7263, 0.1524, 34.8461], [0.1573, 0.8353, 32.5679], [-1.0050, 1.7132, 33.4687], [-1.2620, 1.6290, 31.6044], [-0.5121, -1.3773, 31.8662], [-1.6752, -0.7285, 30.6620], [-2.1919, -1.8439, 31.9235], [-3.5414, 1.2450, 33.6900], [-4.0938, -0.2309, 33.3535], [-3.7109, 0.1156, 30.8527], [-3.3287, 1.7438, 31.1029], [-5.7827, 0.8874, 30.7247], [-3.4877, 4.3116, 37.2764], [-3.2511, 2.9167, 36.9600], [-2.3911, 2.5587, 35.8357], [-2.6611, 2.2191, 38.3788], [-1.3384, 2.4264, 38.8497], [-1.1116, 2.1826, 40.2926], [-4.6436, 2.0757, 36.6286], [-1.0229, 3.3678, 38.5503], [-0.6614, 2.0686, 38.3112], [-1.4569, 1.2065, 40.5507], [-1.4709, 3.0091, 40.9074], [-0.0853, 2.0187, 40.5820], [-5.1084, 2.0043, 37.4510], [-4.4657, 1.1767, 36.3564], [-5.2667, 2.6294, 35.8928], [-0.3697, 4.0775, 30.2997], [0.3052, 3.2100, 29.3166], [0.3762, 1.8097, 29.5613], [-0.8511, 3.2375, 28.0898], [-1.9845, 2.4988, 28.1955], [-2.9794, 2.6170, 26.8798], [1.7561, 3.8501, 28.7279], [-2.5040, 2.8282, 29.1660], [-1.7615, 1.5987, 28.4708], [-2.1623, 2.5726, 26.0931], [-3.6234, 3.4485, 26.8690], [-3.5309, 1.6346, 26.5602], [2.6220, 3.8179, 29.6020], [1.5062, 4.8786, 28.5999], [2.1501, 3.0617, 27.8107], [-7.9823, 1.0709, 34.7870], [-7.4504, -0.3240, 35.0458], [-6.3101, -0.5392, 35.9028], [-8.6527, -1.0970, 35.9458], [-9.1413, -0.2017, 36.8487], [-10.1699, -1.0684, 37.7232], [-7.1654, -1.4039, 33.6759], [-9.6838, 0.6665, 36.4765], [-8.3805, 0.2525, 37.5571], [-10.7265, -0.6136, 38.4850], [-9.5865, -1.8092, 38.3905], [-11.1207, -1.5284, 37.3123], [-6.2830, -0.9543, 33.1087], [-8.2126, -1.4062, 32.9910], [-6.7665, -2.3794, 34.0212], [-4.8404, 3.7588, 33.8603], [-3.7612, 4.4052, 33.1325], [-2.8256, 3.5775, 32.4197], [-4.5958, 5.3687, 32.0223], [-4.3418, 5.0553, 30.6983], [-5.0775, 5.9140, 29.6052], [-2.8289, 5.4842, 34.1408], [-4.8188, 4.0368, 30.4776], [-3.2117, 4.9849, 30.2865], [-5.9387, 6.2535, 30.0894], [-5.2014, 5.3152, 28.6274], [-4.3141, 6.7992, 29.3294], [-2.2892, 5.1194, 34.9964], [-3.4432, 6.2175, 34.4729], [-2.2106, 5.8248, 33.5458], [2.0105, -7.0299, 35.9133], [2.3725, -7.2804, 34.5578], [1.8367, -8.4654, 33.8976], [1.7868, -5.9063, 33.8547], [2.0482, -4.6833, 34.2510], [1.8263, -3.6537, 33.0575], [4.0795, -7.3845, 34.4341], [2.9852, -4.4268, 34.7457], [1.3393, -4.3278, 35.0226], [2.0147, -2.6672, 33.4599], [0.8357, -3.3365, 32.8603], [2.4075, -3.9030, 32.1096], [4.2918, -7.4083, 33.3749], [4.4488, -8.3958, 34.7880], [4.3626, -6.5141, 34.7114], [3.8922, -0.1740, 29.5302], [4.3940, 1.3181, 29.3357], [3.9334, 2.0402, 30.4398], [3.1729, 1.2470, 31.2257], [2.7838, 1.5539, 32.3302], [2.9995, 0.0412, 30.6653], [4.6393, -0.8549, 29.9662], [3.0926, -0.6310, 28.5601], [4.1639, 1.8270, 28.4039], [5.3988, 1.4029, 29.3091], [-7.8825, 4.5358, 27.0865], [-7.3926, 3.4015, 26.1518], [-6.9532, 2.3105, 26.9633], [-6.9343, 2.7710, 28.2138], [-6.3890, 2.3163, 29.2691], [-7.4394, 4.0569, 28.3627], [-8.9609, 4.6036, 27.0514], [-7.3960, 5.4284, 27.0830], [-6.5953, 3.8970, 25.4774], [-8.0404, 3.0497, 25.2781], [3.4824, 0.6887, 37.3800], [2.5139, 1.6890, 38.2146], [1.7662, 2.2279, 37.1469], [1.7407, 1.3318, 36.1001], [1.0659, 1.3677, 35.0907], [2.6837, 0.5052, 36.2514], [3.5059, -0.0508, 38.0799], [4.4648, 1.0005, 37.2701], [3.1622, 2.4221, 38.6852], [1.8060, 1.3442, 38.9166]], "e_homo_ev": -11.83, "spin_multiplicity": 1, "total_charge": 1}

=====

So what do the calculations give for molecular weight? Going down the list: 105.03; 989.16 g/mol.
So what do the calculations give for E_LUMO? Going down the list: 0.46; -1.65 eV.
So what do the calculations give for gap between HOMO and LUMO? Going down the list: 8.9; 10.2 eV.